{
  "formula": "C25H24FeN7O6Se2",
  "method": "ωB97M-V with the def2-TZVPD basis set",
  "species": ["H", "O", "H", "H", "C", "C", "C", "C", "C", "C", "N", "H", "H", "H", "H", "H", "N", "Se", "H", "O", "H", "C", "H", "H", "C", "C", "H", "N", "C", "H", "H", "C", "H", "N", "Se", "C", "C", "N", "H", "H", "H", "C", "N", "C", "H", "H", "O", "C", "O", "C", "H", "Fe", "C", "C", "O", "C", "N", "C", "C", "H", "C", "H", "C", "C", "O"],
  "coordinates": [[-0.792, -2.152, -2.489], [0.702, 1.336, -4.347], [3.752, -3.466, -1.133], [-1.387, 1.495, 2.039], [-0.481, -2.916, 0.717], [-4.566, -0.817, -1.655], [2.330, -1.889, -0.862], [-2.318, -1.482, -1.224], [0.435, -2.583, 1.883], [-1.124, 0.713, 4.012], [2.109, -0.594, -0.685], [-5.199, 0.876, -0.467], [-0.680, -0.370, 5.819], [5.248, 0.550, -0.938], [-3.589, -2.455, -2.643], [0.501, 6.415, -0.896], [-1.716, 5.704, 0.514], [-2.919, 4.653, 1.264], [-1.508, -2.634, 0.944], [1.151, -1.281, -3.683], [1.057, -2.883, -2.133], [-3.172, 0.321, -0.103], [-0.471, -4.002, 0.555], [1.361, -3.782, -0.637], [2.149, 0.884, 1.997], [1.078, 4.411, -1.351], [1.376, 2.280, -1.681], [-0.524, -0.369, 1.963], [-0.140, -1.453, 4.051], [-2.997, 1.106, 0.615], [1.940, 4.674, -1.950], [3.615, -2.398, -1.013], [-1.519, -3.434, -1.537], [-0.226, 2.548, -0.493], [0.147, -0.001, -3.638], [-3.517, -1.670, -1.901], [0.302, 5.356, -0.796], [-2.132, -0.490, -0.356], [5.692, -1.911, -1.171], [1.433, -2.313, 1.533], [-1.539, 1.584, 4.501], [-0.085, -1.424, 2.662], [-2.146, 3.149, 0.751], [4.447, -0.174, -0.909], [0.226, -2.325, 4.577], [0.544, -3.448, 2.537], [0.115, 0.501, -1.952], [-1.040, 0.667, 2.638], [2.583, -0.237, 2.190], [-0.647, -0.370, 4.737], [2.499, 1.715, 2.639], [0.137, 0.229, -0.206], [-4.399, 0.191, -0.712], [4.686, -1.534, -1.038], [1.297, 1.291, 1.103], [-1.075, 3.481, 0.072], [-0.093, -2.239, -0.524], [-0.839, 4.909, -0.057], [0.768, 3.019, -1.176], [-5.501, -0.928, -2.189], [3.150, 0.246, -0.723], [2.930, 1.290, -0.573], [-1.170, -2.392, -1.499], [1.150, -2.791, -1.051], [-1.401, -0.384, -3.923]],
  "forces_ev_per_angstrom": [[0.01, -0.01, -0.11], [-0.06, -0.15, 0.11], [-0.02, 0.02, -0.01], [0.04, 0.07, 0.00], [0.06, -0.19, -0.05], [-0.08, 0.04, 0.01], [0.00, 0.02, -0.15], [-0.13, 0.12, 0.04], [0.06, 0.03, 0.02], [-0.02, 0.01, 0.05], [-0.22, 0.16, 0.35], [0.01, 0.00, -0.01], [0.00, 0.00, 0.00], [-0.02, -0.01, 0.00], [0.00, -0.02, 0.05], [-0.05, -0.01, 0.00], [0.08, 0.01, -0.05], [-0.26, 0.04, 0.17], [0.01, 0.01, 0.08], [-0.24, 0.17, 0.03], [0.03, -0.03, -0.07], [0.09, -0.14, 0.08], [-0.04, 0.00, -0.11], [-0.01, 0.00, 0.02], [-0.02, -0.24, -0.05], [0.09, -0.13, -0.11], [0.04, 0.06, -0.04], [0.42, 0.25, -0.20], [-0.03, -0.04, -0.02], [-0.01, 0.00, -0.05], [0.00, -0.07, 0.01], [0.02, -0.03, -0.02], [-0.05, -0.01, 0.04], [-0.67, 0.23, 0.40], [0.35, -0.08, 0.03], [-0.01, -0.05, -0.01], [-0.13, 0.14, 0.12], [-0.20, 0.47, -0.52], [0.00, 0.01, 0.02], [0.11, -0.06, -0.03], [-0.01, -0.03, -0.03], [-0.09, 0.16, -0.05], [0.09, 0.04, 0.07], [-0.01, 0.01, -0.05], [0.02, 0.02, -0.03], [-0.01, 0.04, 0.04], [-0.64, 0.03, -0.39], [0.00, -0.07, -0.12], [-0.28, 0.07, -0.10], [-0.03, 0.02, 0.03], [-0.07, 0.10, -0.10], [1.36, -0.72, 1.72], [-0.07, -0.02, -0.03], [0.05, -0.03, -0.01], [-0.30, -0.32, -0.42], [0.37, 0.09, -0.16], [-0.13, 0.06, 0.05], [0.10, -0.03, -0.09], [-0.05, -0.02, -0.27], [0.00, 0.01, 0.02], [-0.01, -0.06, -0.06], [-0.02, 0.03, 0.00], [0.21, -0.06, -0.13], [0.08, 0.04, 0.02], [0.31, 0.06, 0.06]],
  "lowdin_spin": [0.00, -0.01, 0.00, 0.00, 0.00, 0.00, 0.00, 0.00, 0.00, 0.00, -0.01, 0.00, 0.00, 0.00, 0.00, 0.00, 0.00, 0.00, 0.00, 0.00, 0.00, 0.00, 0.00, 0.00, 0.00, 0.00, 0.00, -0.01, 0.00, 0.00, 0.00, 0.00, 0.00, 0.01, 0.00, 0.00, 0.00, 0.02, 0.00, 0.00, 0.00, 0.00, 0.00, 0.00, 0.00, 0.00, -0.07, 0.00, 0.00, 0.00, 0.00, 1.08, 0.00, 0.00, -0.04, 0.00, 0.04, 0.00, 0.00, 0.00, 0.00, 0.00, 0.00, 0.00, -0.01],
  "total_charge": 0,
  "lumo_ev": [-1.6, -1.4],
  "max_force_ev_per_a": 2.3,
  "homo_lumo_gap_ev": [7.202, 7.393],
  "multiplicity": 2
}

---

{
  "formula": "C30H45BrN4OP2Pt",
  "method": "ωB97M-V with the def2-TZVPD basis set",
  "species": ["H", "H", "H", "C", "H", "H", "C", "P", "H", "H", "C", "H", "C", "C", "H", "H", "H", "H", "H", "H", "H", "C", "H", "N", "P", "H", "C", "H", "H", "H", "H", "C", "C", "C", "C", "H", "H", "H", "Pt", "H", "H", "H", "C", "C", "C", "H", "H", "Br", "H", "H", "H", "H", "C", "H", "N", "C", "C", "H", "C", "C", "H", "N", "H", "H", "C", "N", "C", "H", "O", "H", "H", "C", "H", "H", "C", "H", "C", "C", "C", "C", "C", "C", "H", "C"],
  "coordinates": [[3.236, 3.720, -2.740], [-0.866, -0.205, 6.055], [-2.597, -0.121, 5.668], [-1.588, 2.247, 2.401], [2.711, 0.290, 1.260], [-2.227, -0.381, 3.272], [-2.335, 0.067, -0.522], [1.789, 1.193, -0.813], [0.385, 1.917, 1.594], [4.552, 2.162, 1.788], [4.297, 1.682, 0.839], [0.073, -6.864, -2.989], [2.824, 1.302, 0.843], [-0.619, -1.624, -1.953], [-4.156, 2.159, -3.584], [2.271, 1.964, 1.521], [1.316, -1.029, 4.845], [1.992, 1.884, -3.102], [4.624, 2.803, -2.135], [4.178, -0.414, -2.121], [-1.874, -2.823, 1.832], [-1.232, -2.055, -0.777], [1.058, 1.407, 5.689], [-1.189, -3.486, -0.537], [0.113, 0.103, 3.149], [2.038, -1.182, -0.056], [-2.602, 3.779, -3.454], [-2.135, 1.619, 1.680], [-1.243, -1.629, 4.074], [-1.540, 1.237, 5.259], [2.399, -0.455, 3.567], [-1.375, -0.536, 3.959], [-1.971, -4.190, 0.341], [-2.264, -1.278, -0.226], [-4.703, 3.840, -4.727], [-0.030, -2.314, -2.534], [-2.126, 2.245, 3.362], [-1.483, 5.608, -3.753], [0.149, 2.681, -1.671], [4.589, 2.361, 0.039], [4.982, 0.833, 0.769], [4.387, -0.264, -0.372], [1.915, 1.064, 5.087], [3.535, 2.932, -2.031], [3.845, -0.794, -1.153], [4.169, -1.837, -1.113], [-1.670, -7.210, -1.186], [0.160, -1.348, 1.409], [0.888, -7.286, -1.519], [1.762, -1.058, -1.772], [1.388, -5.775, -2.390], [2.723, 0.766, 5.771], [-0.744, -0.313, -2.360], [2.285, 1.901, 4.476], [-4.459, 5.055, -5.193], [-1.555, 1.912, -1.997], [0.562, -6.425, -2.109], [-3.020, -1.709, 0.400], [-2.382, 5.059, -3.984], [-0.093, -4.271, -1.036], [3.372, 0.904, -2.742], [-2.415, -3.604, 1.473], [-3.165, 6.633, -5.239], [0.385, 2.458, 3.281], [-2.239, -5.544, 0.096], [-0.378, -5.616, -1.316], [-1.670, 0.517, -1.683], [-0.113, 0.093, -3.164], [1.036, -3.863, -1.197], [-2.872, -4.191, 2.159], [-1.586, 3.283, 2.026], [1.555, -0.152, 4.213], [-2.810, 0.836, 0.098], [3.368, 3.308, -1.010], [-1.595, 0.140, 5.310], [-3.026, -6.099, 0.601], [2.353, -0.636, -0.959], [-3.331, 5.643, -4.830], [-0.130, 1.800, 2.560], [2.751, 1.685, -2.321], [-1.507, -6.192, -0.853], [-1.626, 3.104, -2.589], [-5.641, 3.420, -5.090], [-3.832, 3.159, -3.866]],
  "forces_ev_per_angstrom": [[0.30, -0.06, 0.33], [-0.21, 0.09, -0.19], [0.23, 0.09, 0.08], [-0.29, 0.04, 0.09], [-0.06, 0.27, -0.19], [0.38, 0.01, 0.21], [0.16, 0.23, -1.17], [3.01, -1.75, 0.74], [-0.17, -0.19, 0.34], [-0.06, 0.11, -0.10], [0.86, 0.29, 0.33], [-0.05, 0.52, 0.13], [-0.81, 0.49, -0.44], [0.74, 0.89, -0.54], [0.45, 0.13, 0.27], [0.34, 0.05, -0.28], [0.02, 0.33, -0.34], [0.25, -0.08, 0.16], [-0.41, -0.04, -0.01], [0.16, -0.26, 0.27], [-0.36, -0.35, -0.08], [-1.77, -2.60, -1.11], [0.38, -0.11, -0.21], [0.85, 0.77, -0.14], [-0.40, -1.12, -0.53], [0.26, 0.39, -0.66], [-0.86, -0.12, -0.55], [0.27, 0.30, 0.40], [0.04, 0.50, -0.05], [-0.03, -0.30, -0.03], [-0.32, 0.18, 0.24], [-0.04, 0.09, 0.04], [-0.46, -1.03, 0.62], [-0.41, 0.55, 0.21], [0.39, -0.28, 0.33], [0.24, 0.10, 0.07], [0.16, -0.01, -0.42], [0.12, 0.01, 0.10], [-0.05, 0.61, 0.44], [-0.08, -0.11, 0.32], [-0.29, 0.17, 0.10], [0.01, -0.31, -0.36], [0.07, 0.03, 0.06], [0.60, 1.60, -0.33], [0.39, 0.23, -0.13], [-0.39, -0.04, 0.06], [-0.17, 0.10, 0.20], [0.62, 0.90, 1.54], [0.26, 0.34, 0.11], [0.35, -0.19, -0.04], [-0.01, -0.34, -0.01], [-0.28, 0.16, -0.18], [-0.42, -0.71, -0.04], [-0.12, -0.24, 0.22], [0.10, 0.32, -0.08], [-0.50, 0.08, -0.49], [0.00, -0.13, 0.04], [0.18, -0.01, 0.59], [-0.07, -0.09, 0.04], [0.78, -1.42, -0.56], [-0.17, 0.01, 0.13], [-0.21, 0.75, 0.69], [0.09, -0.02, 0.07], [-0.09, -0.22, -0.20], [-0.35, -0.40, -0.62], [-0.22, 1.16, -0.48], [0.75, 0.67, 0.65], [-0.67, -0.36, 0.16], [-0.42, 0.90, 0.06], [0.18, 0.10, -0.22], [-0.04, -0.40, 0.10], [0.29, -0.11, 0.13], [-0.61, -0.78, -0.51], [-0.06, 0.13, -0.52], [-0.27, 0.03, 0.41], [0.14, 0.41, 0.09], [-1.73, -0.56, -0.12], [0.42, -0.04, 0.24], [0.09, 0.42, 0.01], [-0.31, 0.22, -0.09], [-0.17, -0.38, 0.39], [-0.91, -0.49, -0.10], [0.27, -0.28, 0.34], [0.16, 0.15, -0.03]],
  "lowdin_spin": [0.00, 0.00, 0.00, 0.00, 0.00, 0.00, 0.00, 0.01, 0.00, 0.00, 0.00, 0.00, 0.00, 0.05, 0.00, 0.00, 0.00, 0.01, 0.00, 0.00, 0.01, 0.05, 0.00, 0.01, 0.06, 0.00, 0.01, 0.00, 0.00, 0.00, 0.00, 0.00, 0.15, 0.05, -0.01, 0.00, 0.00, 0.00, 0.58, 0.00, 0.00, 0.00, 0.00, 0.00, 0.00, 0.00, 0.01, 0.05, 0.00, 0.00, 0.00, 0.00, 0.02, 0.00, 0.04, 0.17, 0.00, 0.01, 0.04, 0.03, 0.00, 0.07, 0.00, 0.00, -0.01, 0.02, 0.09, 0.00, 0.05, 0.00, 0.00, 0.01, 0.00, 0.00, 0.00, 0.00, 0.00, -0.01, 0.01, 0.02, 0.15, 0.17, 0.00, 0.04],
  "total_charge": 2,
  "lumo_ev": [-6.0, -7.3],
  "max_force_ev_per_a": 3.6,
  "homo_lumo_gap_ev": [3.863, 6.030],
  "multiplicity": 3
}

---

{
  "formula": "C5H10O3",
  "method": "ωB97M-V with the def2-TZVPD basis set",
  "species": ["C", "H", "C", "C", "O", "H", "H", "H", "O", "O", "H", "H", "C", "C", "H", "H", "H", "H"],
  "coordinates": [[-1.808, -0.075, 0.171], [2.561, -1.321, -0.280], [-1.687, 1.389, -0.081], [2.780, -0.277, -0.142], [1.609, 1.579, 0.814], [-2.180, 2.033, 0.672], [-0.653, 1.726, 0.010], [-2.048, 1.636, -1.087], [-1.804, -2.317, -0.802], [1.409, -0.450, 1.790], [-1.918, -0.441, 1.221], [-1.771, -0.553, -1.909], [-1.810, -0.931, -0.871], [1.860, 0.374, 0.807], [0.727, 0.080, 2.244], [2.662, 0.341, -1.079], [3.824, -0.127, 0.222], [-1.752, -2.666, -1.700]],
  "forces_ev_per_angstrom": [[-0.35, -1.46, -0.15], [0.01, -0.33, -0.13], [0.06, 0.89, 0.37], [0.64, 1.32, -1.20], [0.09, -2.10, -0.15], [-0.29, -0.54, -0.46], [0.15, -0.14, -0.24], [0.05, 0.13, 0.26], [-0.10, 0.68, 0.18], [-0.44, 0.61, -0.61], [0.27, 0.16, -1.02], [-0.01, -0.03, 0.63], [0.25, 0.25, 0.17], [-0.21, 1.93, 1.40], [0.31, -0.25, 0.14], [0.34, -1.01, 0.77], [-0.73, -0.22, -0.22], [-0.07, 0.10, 0.25]],
  "nbo_charge": [-0.29, 0.24, -0.65, -0.73, -0.61, 0.21, 0.24, 0.21, -0.69, -0.68, 0.21, 0.16, 0.13, 0.79, 0.50, 0.25, 0.25, 0.48],
  "smiles": "C/C=C/O.CC(=O)O",
  "total_charge": 0,
  "lumo_ev": 0.7,
  "max_force_ev_per_a": 2.4,
  "homo_lumo_gap_ev": 9.321
}

---

Across the entries above, ΔE to the lowest compared entry with this formula, charge and spin takes the values 0.734, 1.925, 1.194 eV, respectively.